Record 1
C4H10N | the ωB97M-V functional and the def2-TZVPD basis

```
15
Properties=species:S:1:pos:R:3:forces:R:3
C 0.165985 0.764276 0.732288 0.57 1.06 -0.55
N 0.689488 -0.356427 0.026716 -1.46 -0.61 1.78
C -0.405210 -1.235122 -0.202359 -0.08 0.47 -2.02
C -1.667341 -0.323275 -0.415708 -0.30 -0.32 0.57
C -1.142914 1.082432 -0.012527 -0.38 -0.25 -1.19
H -0.058178 0.546383 1.804279 0.15 -0.58 -0.32
H 0.868123 1.602467 0.757311 0.17 -0.32 -0.01
H 9.864624 0.273016 -0.673056 0.02 -0.01 0.00
H 10.539142 -0.014285 -0.786112 -0.02 0.01 0.00
H -0.595734 -1.881937 0.680805 0.58 0.11 0.10
H -0.208050 -1.908959 -1.065866 0.26 0.21 0.76
H -2.007320 -0.393580 -1.460998 0.18 0.06 0.50
H -2.479555 -0.671737 0.246016 0.32 0.27 -0.41
H -1.877979 1.661127 0.532870 0.21 0.08 0.33
H -0.867344 1.649992 -0.919767 -0.21 -0.16 0.45
```
Forces are in eV/Å.

Values from the calculation:
**Gap between HOMO and LUMO**: 6.87 eV
**Net charge**: +1
**Highest occupied orbital energy**: -0.5806 Ha
**Lowest unoccupied orbital energy**: -8.9 eV

Record 2
C36H76Cl2N10O4 | the ωB97M-V functional and the def2-TZVPD basis

```
128
Properties=species:S:1:pos:R:3:forces:R:3
C 2.922675 -2.813301 -7.216805 -0.58 0.29 0.03
C 4.118271 -3.082822 -6.335541 -0.72 0.57 0.40
N 4.966511 -1.920176 -6.223777 -0.20 0.48 1.66
C 4.760604 -0.939624 -5.283377 -1.22 1.00 1.78
C 5.589401 0.082825 -5.570711 1.00 0.53 -0.47
N 6.400333 -0.321085 -6.626126 -0.84 -0.94 -0.06
C 5.979279 -1.571755 -6.961256 1.63 1.61 -0.87
C 7.512515 0.402275 -7.286612 -0.41 -1.52 1.35
H 3.179673 -2.394599 -8.199222 0.06 -0.08 0.36
H 2.166910 -2.192419 -6.726974 0.34 0.33 -0.05
H 2.391511 -3.729870 -7.380015 -0.10 -0.71 -0.24
H 4.732289 -3.846615 -6.679009 0.96 -1.58 -0.91
H 3.868290 -3.341236 -5.315851 -0.40 -0.11 0.17
H 4.101089 -0.959411 -4.354430 0.55 -0.38 -1.97
H 5.662831 1.080469 -5.154649 0.07 -0.35 0.07
H 6.504775 -2.171172 -7.681642 -0.30 -0.15 -0.29
H 8.385688 0.386321 -6.668971 0.32 0.39 0.66
H 7.230956 1.346481 -7.619447 -0.61 1.72 -0.14
H 7.783184 -0.142650 -8.132390 0.26 -1.03 -1.53
C -7.572628 -7.036366 3.295191 1.68 -0.23 -0.59
C -6.154648 -7.581150 3.016104 -0.24 -0.78 -0.22
N -6.137641 -8.426596 1.738053 0.78 4.13 1.57
C -6.227495 -9.739838 1.557041 0.10 -1.91 0.82
C -6.075163 -9.983301 0.246927 0.29 1.60 -0.59
N -5.838169 -8.772078 -0.365594 -1.16 1.19 1.51
C -5.922468 -7.794025 0.593205 0.29 -1.91 -2.31
C -5.820497 -8.640913 -1.807527 0.17 -0.45 -0.17
H -8.276421 -7.864939 3.330914 -0.28 0.34 -0.16
H -7.759853 -6.245516 2.542551 -0.47 -0.61 0.46
H -7.469979 -6.587444 4.266155 -0.44 0.36 0.47
H -5.722773 -8.198007 3.805534 -0.48 -0.24 0.00
H -5.427847 -6.764140 2.938032 -0.21 -0.21 -0.58
H -6.270725 -10.437243 2.375184 -0.33 0.05 0.05
H -6.201468 -10.803677 -0.376611 0.06 -1.61 -0.49
H -5.825470 -6.742422 0.352865 0.00 -0.18 0.49
H -5.951208 -7.635241 -2.166026 1.08 0.63 0.19
H -6.708563 -9.050777 -2.214250 -1.03 -0.97 -0.10
H -4.998107 -9.261362 -2.167251 0.16 0.77 -0.36
C 2.168933 7.944934 0.860956 0.68 0.47 1.37
C 3.082128 7.470334 2.066462 -1.39 0.75 -2.05
N 3.788070 6.306921 1.565626 0.51 -0.93 0.49
C 3.329923 4.988671 1.387162 0.20 -0.30 0.60
C 4.407720 4.271647 0.962133 -1.14 0.57 0.20
N 5.473494 5.119930 0.906704 -1.15 0.62 -0.47
C 5.068303 6.381102 1.201682 -0.12 -2.36 0.51
C 6.740799 4.660038 0.456503 2.49 -0.91 0.75
H 1.621226 7.089670 0.437873 -0.04 0.40 0.38
H 2.803420 8.359781 0.062840 -0.35 0.08 0.32
H 1.510780 8.709614 1.324119 0.12 -0.40 -0.92
H 2.430770 7.248276 2.891663 0.02 -0.54 0.44
H 3.795608 8.237009 2.388874 -0.12 -0.27 -0.23
H 2.382850 4.486594 1.696249 0.66 1.41 -0.44
H 4.388528 3.249306 0.612908 0.44 -0.15 0.18
H 5.716014 7.225904 1.279082 0.09 0.38 -0.06
H 7.251250 5.499583 -0.025781 0.21 -0.36 0.18
H 6.594365 3.848781 -0.285674 0.12 0.53 0.53
H 7.377969 4.240217 1.362555 -1.26 0.95 -1.93
C 3.974741 0.488310 11.988011 1.07 0.11 -1.03
C 2.609753 0.824055 11.416912 -0.61 -0.26 0.37
N 2.178775 -0.017572 10.251617 1.26 -1.29 0.69
C 2.695105 -1.267717 9.857817 -0.30 1.07 -0.08
C 2.034581 -1.538374 8.683100 0.91 -2.23 0.56
N 1.140429 -0.563240 8.422613 -1.21 0.47 -0.37
C 1.202742 0.292078 9.437200 -0.09 2.07 -0.49
C 0.084243 -0.601978 7.355316 1.35 0.01 0.18
H 4.730646 0.829222 11.230584 -0.31 -0.02 1.09
H 4.163733 -0.580310 12.080457 -0.34 -0.09 0.14
H 4.138998 0.904984 13.008040 -0.19 0.06 -1.02
H 2.539076 1.878504 11.117695 0.06 -0.39 -0.01
H 1.860261 0.631689 12.166210 -0.36 0.14 0.38
H 3.425686 -1.793198 10.494073 -0.56 0.31 -0.89
H 2.022595 -2.473408 8.121302 0.24 0.54 -0.03
H 0.688162 1.241347 9.550231 -0.20 -0.36 -0.34
H 0.319217 -1.341622 6.611854 0.66 -0.19 -0.36
H -0.116567 0.341343 6.876269 0.45 0.46 0.09
H -0.782407 -0.938462 7.812757 -1.79 -0.51 0.98
C 7.620376 -1.737948 0.893355 -1.01 1.06 2.34
O 7.387359 -1.605682 -0.443728 -2.09 1.42 -3.10
C 6.169695 -1.283044 -0.941933 1.01 -1.62 1.81
C 4.804627 -2.973392 3.666047 1.00 -0.43 3.77
N 4.926042 -1.838186 3.107843 -1.09 2.12 0.17
H 4.447225 -1.867771 2.267693 -0.49 0.08 -3.00
H -1.059538 0.353837 -5.543237 0.18 -0.07 0.06
C 4.870257 -0.367144 3.515397 0.61 0.01 0.14
C 3.793652 0.122816 4.516042 -2.08 -0.22 -1.09
O 2.668872 0.952420 3.987300 1.11 -1.89 1.79
C 2.975150 1.748955 2.905356 -0.86 -0.04 -1.08
H 8.081953 -2.655427 1.108034 0.83 -1.20 0.20
H 6.706519 -1.649002 1.490789 -0.04 -0.23 -0.27
H 8.220581 -0.891278 1.216546 0.43 -0.08 0.00
H 5.253256 -1.770490 -0.569407 0.83 0.31 -0.27
H 6.250699 -0.751587 -1.849814 -0.22 0.31 -0.86
H 5.012818 -2.905059 4.798701 -0.45 -1.01 -1.86
H 4.861692 -3.915129 3.062287 -0.73 1.04 0.79
H 4.998186 0.128707 2.529417 -0.72 -0.06 0.65
H 5.738825 -0.069595 4.069160 1.12 -0.72 0.02
H 4.290280 0.703722 5.306060 -0.15 -0.11 -0.27
H 3.317932 -0.814827 4.907803 0.13 0.96 -0.04
H 3.918638 2.205272 2.994200 1.75 0.53 0.11
H 2.296108 2.605285 2.877051 -0.44 -0.32 0.05
H 2.932347 1.181847 1.962763 -0.04 0.37 0.17
C -8.106104 4.045044 -2.371806 4.43 5.04 6.58
O -7.903286 3.790578 -3.584070 -0.03 -3.64 -9.04
C -8.631301 4.549145 -4.580702 2.33 1.28 2.95
C -8.291471 4.166026 -5.975490 -0.59 -1.27 1.83
N -9.246380 3.012634 -6.273591 0.43 0.61 -1.68
H -8.861849 2.200282 -6.793535 0.09 1.02 -0.88
H -9.625726 2.495250 -5.523424 -0.09 0.10 2.23
C -10.415926 3.597440 -6.988004 -1.48 0.06 -2.62
C -9.966512 3.636066 -8.536466 -1.24 4.78 -0.94
O -9.426201 2.486959 -8.803939 1.81 -5.15 -0.38
C -8.608424 2.453108 -9.968412 2.70 0.19 2.43
H -7.751931 3.339118 -1.655910 -1.56 -1.33 0.57
H -8.619875 4.962193 -2.164284 -1.84 -0.31 0.73
H -7.059247 4.679934 -2.039652 -1.36 -0.54 -0.36
H -8.243551 5.540002 -4.357171 -0.21 0.72 -0.62
H -9.638643 4.560076 -4.250646 -1.47 -0.11 -0.38
H -7.248779 3.880653 -5.975060 0.13 -0.30 -0.42
H -8.511997 5.002093 -6.617856 0.00 -0.16 -0.56
H -10.759267 4.629138 -6.627368 0.86 -1.66 -0.14
H -11.261184 2.852733 -6.867306 0.84 1.01 -0.33
H -9.166663 4.369997 -8.883221 -0.62 0.48 1.69
H -10.717346 3.944415 -9.365780 -0.09 -0.57 1.95
H -8.528451 1.432772 -10.286935 0.76 -0.55 0.34
H -7.600069 3.076051 -9.821278 -1.94 -1.64 -0.14
H -9.112325 2.887582 -10.718657 -1.88 1.98 -2.87
Cl 4.155044 0.317872 -0.039927 0.70 0.06 -0.02
Cl 1.926335 -2.775026 4.059079 0.88 -0.11 0.15
```
Forces are in eV/Å.

Values from the calculation:
**Gap between HOMO and LUMO**: 1.68 eV
**Net charge**: +4
**Highest occupied orbital energy**: -0.3298 Ha
**Lowest unoccupied orbital energy**: -7.3 eV

Record 3
C26H44ClFNO23S5 | the ωB97M-V functional and the def2-TZVPD basis

```
101
Properties=species:S:1:pos:R:3:forces:R:3
C 5.873237 -1.725484 1.182900 0.21 -0.33 -1.35
C 5.347520 -0.968272 -0.134751 0.26 1.23 0.66
O 4.158545 -1.545515 -0.736361 1.21 -0.87 0.34
C 4.295581 -2.963284 -0.991469 -0.25 -0.27 -0.36
C 3.410313 -3.751390 0.104435 0.38 -0.60 -0.23
C 2.211704 -4.601891 -0.537716 -0.61 0.48 0.43
C 1.271023 -3.745039 -1.543893 0.36 -0.81 -0.48
C 0.128318 -4.750927 -2.073612 1.04 0.41 -0.80
N -1.205973 -4.572804 -1.406591 -2.88 -0.55 1.87
C -1.746636 -5.749811 -0.733748 -3.10 2.02 0.93
C -3.124320 -5.689103 -0.030720 1.59 3.20 -1.77
C -3.925817 -4.329852 -0.057540 3.58 -1.26 -0.76
C -5.344723 -4.330698 0.646515 -3.26 2.73 -1.79
O -6.302906 -3.692220 0.129749 4.20 -2.84 1.87
O -5.658063 -5.060923 1.841113 0.99 0.80 -1.96
Cl -4.725519 -4.539976 3.146462 0.25 -0.05 -0.05
C -3.291149 -3.076902 -0.765953 0.52 -3.54 0.39
C -4.136310 -1.707420 -0.740603 1.07 -0.66 0.47
C -3.307892 -0.381198 -1.076927 -2.35 1.62 0.53
C -4.065448 0.835515 -0.298753 1.46 -0.11 0.28
F -1.955929 -0.367607 -0.585222 -1.67 -0.76 -0.96
C -1.895046 -3.319041 -1.441654 -2.29 -0.86 1.64
H 6.696767 -1.095314 1.667231 -1.48 -1.03 -0.53
H 6.350209 -2.719575 0.841902 -0.72 1.42 0.84
H 4.987578 -1.936769 1.873393 1.40 0.43 -0.79
H 6.135034 -0.863289 -0.961929 -0.76 -0.31 1.36
H 5.063213 0.103711 0.194561 0.30 -1.77 -0.72
H 3.930175 -3.131369 -2.077413 0.39 0.12 1.79
H 5.393598 -3.329199 -0.995269 -1.72 0.74 0.19
H 2.998551 -2.981837 0.862955 0.66 -1.24 -1.38
H 4.108542 -4.482014 0.669932 -1.25 1.17 -0.76
H 1.515385 -4.947432 0.318174 1.08 0.44 -1.18
H 2.571079 -5.575503 -1.051645 -0.41 1.74 0.61
H 0.827540 -2.810763 -1.058151 0.64 -1.34 -0.51
H 1.851845 -3.398481 -2.482649 -0.90 -0.55 1.66
H 0.492285 -5.821458 -1.890866 -0.83 1.56 -0.24
H -0.036919 -4.619665 -3.194993 0.11 -0.17 1.52
H -1.139327 -6.724962 -0.724575 -0.92 1.96 -0.19
H -3.556578 -6.606428 0.511831 0.87 1.63 -1.03
H -5.062174 -1.822005 -1.415222 1.66 0.26 0.83
H -4.555140 -1.585698 0.328137 0.78 -0.43 -1.60
H -3.403150 -0.115299 -2.194606 0.97 -0.76 1.66
H -3.226319 1.607668 -0.102921 -1.59 -1.00 -0.53
H -4.901905 1.301854 -0.914143 1.15 -0.69 0.89
H -4.422759 0.516369 0.750415 0.37 0.37 -1.75
H -1.403164 -2.427633 -1.960320 -0.62 -1.66 0.78
C -6.830242 -3.614785 -4.880642 -0.36 -0.65 -0.12
C -6.296931 -4.254727 -3.608238 -0.56 0.43 0.32
O -4.889041 -4.381405 -3.820335 0.39 0.38 -0.70
S -4.381417 -3.152834 -4.752252 -0.53 -0.21 -0.38
O -3.839894 -2.137721 -3.890824 -0.09 -0.61 -0.69
O -3.661496 -3.694315 -5.863092 -0.16 0.53 1.10
O -5.837084 -2.662569 -5.268980 0.94 -0.03 0.70
H -6.928006 -4.351305 -5.682847 -0.02 0.04 0.07
H -7.789935 -3.121709 -4.722927 0.24 0.16 -0.05
H -6.746071 -5.228204 -3.411881 0.28 0.00 -0.09
H -6.451359 -3.602440 -2.743254 -0.09 -0.07 -0.02
C -2.122289 4.194360 -3.067261 0.47 0.58 -0.39
C -1.446621 4.741579 -1.819624 0.10 -0.90 -0.10
O -2.446977 5.533994 -1.174864 -1.08 -0.01 -0.41
S -3.905269 4.882927 -1.460909 0.47 0.32 -0.19
O -4.264321 4.072075 -0.330713 -0.07 0.60 -0.78
O -4.758886 5.901035 -1.990855 0.43 -0.83 0.71
O -3.462575 3.895794 -2.671078 -0.22 0.16 0.92
H -2.161634 4.948089 -3.858844 0.01 -0.07 0.01
H -1.627449 3.298733 -3.444596 -0.25 -0.03 0.13
H -0.568693 5.344041 -2.052495 -0.22 0.13 0.13
H -1.163355 3.936733 -1.138348 -0.27 0.32 -0.48
C 2.653078 5.455434 1.288490 -0.26 0.66 0.18
C 2.013818 5.047342 2.606085 0.72 0.10 0.32
O 0.935539 4.182921 2.242481 -0.17 -0.26 -1.14
S 1.340857 3.369209 0.895752 0.71 0.15 0.65
O 1.831690 2.080371 1.281051 -0.62 0.81 -0.66
O 0.298345 3.548677 -0.074815 1.07 -0.61 1.13
O 2.607732 4.285673 0.468181 -0.64 -0.74 0.34
H 2.073676 6.240554 0.794669 0.05 -0.01 0.07
H 3.682562 5.791227 1.416315 -0.05 -0.26 -0.14
H 1.646770 5.902759 3.173487 -0.24 -0.19 -0.10
H 2.712226 4.474875 3.223193 -0.01 0.08 -0.03
C -3.555619 4.540098 4.384704 -0.49 0.04 -0.44
C -2.652597 4.933851 3.226543 0.23 -0.68 -0.05
O -2.298253 6.293793 3.476467 -0.33 0.27 0.80
S -2.227252 6.534926 5.079884 -0.11 0.00 -0.06
O -0.857157 6.429562 5.489234 -0.96 0.23 -0.11
O -3.050133 7.658945 5.405331 0.87 -0.70 -0.21
O -2.995989 5.179106 5.532884 0.69 0.49 -0.27
H -4.570191 4.922488 4.242029 0.05 -0.05 -0.03
H -3.593212 3.459849 4.529785 0.14 0.16 0.19
H -3.149327 4.836743 2.260551 0.04 0.27 0.07
H -1.733080 4.340670 3.223500 -0.08 -0.04 -0.02
C 9.907811 2.064519 2.981522 -0.06 0.00 0.66
C 10.006513 0.550387 3.086382 0.70 0.10 -0.12
O 8.803450 0.059449 2.493584 -0.54 0.70 -0.31
S 8.346289 1.070120 1.308492 0.37 0.13 -0.01
O 8.807872 0.537698 0.061219 -0.65 0.49 0.78
O 6.983518 1.446950 1.535717 0.85 -0.41 -0.34
O 9.302584 2.316470 1.712318 -0.27 -0.82 -0.35
H 9.254212 2.472406 3.757674 0.07 -0.04 -0.01
H 10.884220 2.546510 3.040240 -0.14 0.00 -0.25
H 10.094362 0.209578 4.117941 -0.26 -0.06 -0.14
H 10.850356 0.168428 2.504478 0.00 0.05 0.08
```
Forces are in eV/Å.

Values from the calculation:
**Gap between HOMO and LUMO**: 6.38 eV
**Net charge**: +1
**Highest occupied orbital energy**: -0.4131 Ha
**Lowest unoccupied orbital energy**: -4.9 eV

Record 4
C8H13N4O7P2Re | the ωB97M-V functional and the def2-TZVPD basis

```
35
Properties=species:S:1:pos:R:3:forces:R:3
Re -0.045743 -0.123439 -0.309413 -0.17 0.04 0.42
N 1.262681 -3.760108 -1.576365 -0.04 0.08 0.02
C 2.557779 -3.315519 -1.343016 0.03 0.03 0.00
C 2.458590 -2.049042 -0.883661 0.07 0.01 0.03
N 1.108844 -1.711060 -0.813942 0.00 -0.10 -0.40
C 0.417788 -2.794977 -1.266487 -0.03 -0.03 0.00
C -1.018684 -2.638687 -1.337394 0.00 -0.01 -0.03
N -1.486009 -1.442953 -0.932714 -0.02 -0.18 -0.01
C -2.853266 -1.468222 -1.087691 -0.08 0.01 0.03
C -3.198752 -2.686922 -1.587032 -0.05 0.01 0.01
N -2.034825 -3.405391 -1.727158 0.08 0.09 0.01
H 1.033900 -4.680960 -1.934257 -0.01 0.00 0.01
H 3.411250 -3.947986 -1.524602 0.02 0.02 0.01
H 3.236816 -1.369510 -0.581993 0.02 -0.01 0.00
H -3.475553 -0.622693 -0.851487 -0.03 -0.01 0.00
H -4.156972 -3.100804 -1.854952 -0.02 0.01 0.01
H -1.990020 -4.355782 -2.075625 0.01 0.00 -0.01
C 1.634350 3.487463 1.470799 -0.02 0.01 -0.01
C 0.733121 2.374822 0.984048 -0.13 0.06 -0.03
O 1.450722 1.339809 0.204038 0.18 -0.11 0.08
P 0.017464 1.317697 2.297687 -0.01 0.04 -0.06
O -1.349498 1.797551 2.807572 0.00 -0.02 0.04
O 0.970862 1.260356 3.487288 0.10 -0.06 0.00
O -0.090336 -0.098362 1.591320 -0.19 0.11 0.24
P -0.476610 2.880152 -0.357186 -0.04 -0.11 0.03
O -1.596840 3.710689 0.333184 -0.01 -0.03 0.06
O 0.260738 3.332485 -1.519658 0.05 0.11 0.06
O -1.163446 1.403766 -0.536360 0.35 -0.07 -0.46
H 2.430987 3.108775 2.110210 0.00 0.00 -0.01
H 1.042124 4.208531 2.039461 0.02 0.00 0.01
H 2.061146 4.014160 0.614519 0.00 0.00 0.01
H 2.056405 1.763786 -0.433944 -0.08 0.05 -0.06
H -2.107912 2.045701 2.253244 0.01 0.02 0.00
H 0.724783 0.942945 4.375601 0.00 0.06 0.02
H -1.825877 4.583728 -0.034047 -0.04 -0.02 -0.02
```
Forces are in eV/Å.

Values from the calculation:
**Gap between HOMO and LUMO (alpha / beta)**: 6.59 / 6.91 eV
**Net charge**: +3
**Highest occupied orbital energy (alpha / beta)**: -0.6989 / -0.6987 Ha
**Lowest unoccupied orbital energy (alpha / beta)**: -12.4 / -12.1 eV
**Spin multiplicity**: 2

Calculated calculated total energy in order - -212.71918; -3184.44074; -5352.72932; -1818.51962 hartree
Calculated relative energy (zero: lowest compared OMol25 entry of this formula, charge and spin) in order - 126.2; 280.1; 0.0; 10.2 kcal/mol
Calculated strongest force on any atom in order - 2.38; 9.74; 5.41; 0.58 eV Å⁻¹